This record from the Open Molecules 2025 dataset describes a molecular structure, C27H67GeNNaSeSi5 in a non-equilibrium geometry. The level of theory is ωB97M-V/def2-TZVPD.

Positions of all 103 atoms, in Å:
1 Na 0.58308 0.71827 -1.02149
2 C 5.94145 2.14202 -0.85852
3 C 5.80004 2.43346 -2.35154
4 C 5.43708 1.23721 -3.24546
5 C 3.94292 0.88964 -3.34554
6 Ge 3.01111 -0.29188 -1.98320
7 C 3.79677 -2.14355 -2.32783
8 C 5.22705 -2.44986 -1.86862
9 C 5.40500 -2.46881 -0.35317
10 C 6.85729 -2.69286 0.06231
11 H 6.35587 3.01022 -0.33936
12 H 6.60510 1.28969 -0.69106
13 H 4.97690 1.91390 -0.41291
14 H 6.75533 2.83652 -2.70505
15 H 5.04880 3.21622 -2.49236
16 H 6.01228 0.36252 -2.92722
17 H 5.79007 1.48642 -4.25459
18 H 3.77025 0.38202 -4.30207
19 H 3.36863 1.82074 -3.39752
20 H 3.86423 0.06504 -0.71286
21 H 3.73592 -2.28489 -3.41343
22 H 3.11808 -2.88562 -1.89146
23 H 5.91145 -1.71066 -2.29499
24 H 5.54129 -3.42792 -2.26090
25 H 4.77305 -3.25612 0.07290
26 H 5.06148 -1.51552 0.04890
27 H 7.22148 -3.66592 -0.27789
28 H 6.96818 -2.65257 1.14829
29 H 7.50126 -1.92408 -0.37059
30 C -2.57208 -3.38984 -0.47732
31 Si -3.34458 -2.12399 -1.65952
32 C -5.19710 -2.54972 -1.77199
33 C -2.61972 -2.49261 -3.37245
34 Si -3.03625 0.10027 -0.95558
35 Si -4.45246 0.58814 0.85902
36 C -4.06165 -0.60585 2.27917
37 C -4.11771 2.35540 1.45344
38 C -6.33851 0.48575 0.61270
39 Si -3.46883 1.63687 -2.69191
40 C -5.32394 1.56156 -3.12139
41 C -2.52458 1.16403 -4.26490
42 C -3.03878 3.42785 -2.29371
43 H -2.88365 -4.40616 -0.72742
44 H -2.86317 -3.19850 0.55926
45 H -1.48149 -3.35318 -0.52752
46 H -5.35323 -3.57552 -2.11225
47 H -5.70938 -1.88323 -2.47028
48 H -5.68312 -2.44071 -0.79898
49 H -2.68517 -3.55595 -3.61195
50 H -1.56754 -2.20226 -3.42408
51 H -3.15276 -1.94547 -4.15187
52 H -2.98017 -0.68684 2.40112
53 H -4.45131 -1.60759 2.07875
54 H -4.48340 -0.26600 3.22771
55 H -3.04782 2.53456 1.56955
56 H -4.59601 2.55757 2.41465
57 H -4.49466 3.08690 0.73493
58 H -6.64037 -0.50657 0.26805
59 H -6.69232 1.21076 -0.12337
60 H -6.86506 0.68376 1.54868
61 H -5.60223 0.56620 -3.47793
62 H -5.58264 2.28032 -3.90174
63 H -5.94211 1.78127 -2.24773
64 H -2.85105 0.20126 -4.66056
65 H -1.45307 1.09665 -4.06071
66 H -2.66614 1.91215 -5.04726
67 H -3.71488 3.86171 -1.55337
68 H -3.09524 4.04555 -3.19254
69 H -2.02231 3.52044 -1.90277
70 C 1.95945 0.18963 1.59674
71 Si 0.21371 -0.08064 2.28940
72 C 0.27781 -1.83535 3.13012
73 C -1.03233 -2.23928 3.81411
74 C 1.41138 -1.89014 4.16160
75 C 0.57645 -2.85747 2.02491
76 C -0.15435 1.46904 3.39491
77 C 0.94758 1.66660 4.44228
78 C -1.51251 1.36531 4.09841
79 C -0.17517 2.69814 2.47496
80 H 2.71010 0.20957 2.39060
81 H 2.03788 1.14134 1.06439
82 H 2.24532 -0.59771 0.89980
83 H -1.34546 -1.50728 4.55934
84 H -0.90402 -3.20051 4.32386
85 H -1.83619 -2.35034 3.08511
86 H 1.18910 -1.27696 5.03697
87 H 2.35990 -1.55576 3.73858
88 H 1.54552 -2.92105 4.50726
89 H -0.18576 -2.83516 1.24199
90 H 0.59868 -3.86861 2.44501
91 H 1.54448 -2.66770 1.55628
92 H 0.93376 0.88096 5.20060
93 H 0.80302 2.62543 4.95093
94 H 1.93650 1.68360 3.98131
95 H -1.53655 0.53557 4.80755
96 H -2.31298 1.21752 3.37175
97 H -1.72348 2.28329 4.65706
98 H 0.78152 2.85821 1.97418
99 H -0.39080 3.59738 3.06015
100 H -0.93913 2.61412 1.69867
101 Se 0.93899 3.58173 -1.44625
102 C -0.03530 4.93622 -0.79312
103 N -0.65204 5.82772 -0.37811

Output
HOMO level (spin up / spin down), eV: -4.0 / -4.0
Lowest unoccupied orbital energy (spin up / spin down), eV: 0.404 / 1.046
Relative energy (zero: lowest compared OMol25 entry of this formula, charge and spin), eV: 0.000
Net charge: -1


This record from the Open Molecules 2025 dataset describes a molecular structure, C27H68B3IO16 in a non-equilibrium geometry. The level of theory is ωB97M-V/def2-TZVPD.

Positions of all 115 atoms, in Å:
1 C 0.48077 -1.06546 2.63718
2 C -0.52774 -0.06158 3.20067
3 O -1.08341 0.83247 2.25797
4 C -1.82139 0.17290 1.24875
5 B -3.09256 -0.57718 1.79007
6 O -3.47825 -1.79228 1.23583
7 B -3.48260 -2.76262 2.21019
8 O -4.08022 -2.43677 3.41812
9 B -4.00077 -1.12427 3.78915
10 I -4.09316 -0.62747 5.86992
11 O -3.84217 -0.12246 2.87002
12 H 0.72520 -0.83847 1.60367
13 H 1.40838 -0.98731 3.19627
14 H 0.13774 -2.09250 2.74705
15 H -0.03112 0.56960 3.93289
16 H -1.32480 -0.57801 3.75615
17 H -2.15620 0.94616 0.55079
18 H -1.21958 -0.52217 0.65647
19 H -2.92003 -3.79559 2.05998
20 C 5.69076 2.20718 1.31352
21 O 6.04462 0.91131 0.86432
22 C 5.61906 -0.12904 1.72680
23 C 4.35735 -0.79454 1.22482
24 O 3.24840 0.08505 1.24003
25 C 2.92556 0.63498 -0.02520
26 H 5.84821 2.89207 0.48165
27 H 4.64336 2.25448 1.61926
28 H 6.32551 2.51538 2.15129
29 H 5.46002 0.25209 2.74062
30 H 6.42123 -0.87281 1.76535
31 H 4.11712 -1.63444 1.88569
32 H 4.51849 -1.19463 0.21777
33 H 2.45109 -0.11712 -0.66688
34 H 3.80342 1.03614 -0.53572
35 H 2.21868 1.44484 0.14658
36 C -6.65914 -0.54730 1.10006
37 O -8.00511 -0.19488 1.35066
38 C -8.14101 0.97966 2.13528
39 C -8.45886 2.18983 1.28745
40 O -7.39801 2.52528 0.41032
41 C -7.59055 2.05422 -0.91116
42 H -6.65605 -1.30751 0.32027
43 H -6.06942 0.31025 0.76504
44 H -6.20324 -0.96717 2.00118
45 H -7.23036 1.16022 2.71589
46 H -8.96396 0.81243 2.83695
47 H -8.62614 3.04874 1.94425
48 H -9.38021 2.01226 0.72172
49 H -8.34964 2.65283 -1.42538
50 H -7.89230 1.00429 -0.92736
51 H -6.64507 2.15574 -1.44110
52 C -11.44960 2.61716 -1.99571
53 O -11.00520 1.34786 -2.43489
54 C -11.22835 0.32016 -1.48096
55 C -12.44783 -0.50775 -1.81402
56 O -13.64369 0.24904 -1.73755
57 C -14.12710 0.68045 -2.99526
58 H -11.45225 3.28569 -2.85512
59 H -12.45835 2.57153 -1.57891
60 H -10.76911 3.02450 -1.23853
61 H -11.32833 0.74374 -0.47642
62 H -10.34806 -0.33001 -1.48565
63 H -12.52752 -1.32279 -1.08865
64 H -12.33701 -0.95019 -2.80933
65 H -14.56612 -0.15470 -3.55223
66 H -13.33658 1.13506 -3.59708
67 H -14.90180 1.42184 -2.80834
68 C 2.81046 -3.36544 5.35267
69 O 1.81141 -2.37583 5.50753
70 C 0.71230 -2.79222 6.30201
71 C 0.79315 -2.25261 7.71117
72 O 1.90368 -2.77766 8.41727
73 C 3.00859 -1.89604 8.47972
74 H 3.68715 -2.87796 4.92832
75 H 3.08281 -3.81660 6.30949
76 H 2.47795 -4.15247 4.66626
77 H 0.64838 -3.88473 6.32283
78 H -0.19919 -2.40798 5.83103
79 H -0.11114 -2.54634 8.25219
80 H 0.83358 -1.15868 7.68970
81 H 2.81523 -1.07689 9.18095
82 H 3.24702 -1.47780 7.49878
83 H 3.86144 -2.46955 8.83816
84 C 6.19974 1.13612 -2.43754
85 O 5.14709 1.86993 -3.04051
86 C 5.49163 2.43989 -4.29046
87 C 4.96211 1.62412 -5.44844
88 O 5.55436 0.33574 -5.50914
89 C 4.73689 -0.68900 -4.97469
90 H 5.77518 0.57138 -1.61218
91 H 6.66690 0.44510 -3.14476
92 H 6.96358 1.80948 -2.03373
93 H 6.57810 2.54850 -4.37263
94 H 5.04915 3.43989 -4.33358
95 H 5.20104 2.14106 -6.38280
96 H 3.87311 1.53904 -5.37870
97 H 3.91318 -0.92633 -5.65672
98 H 4.32789 -0.40991 -4.00067
99 H 5.35997 -1.57435 -4.85753
100 C 11.61882 -0.81680 -4.37210
101 O 10.39624 -1.30984 -4.88406
102 C 9.27816 -0.49426 -4.57297
103 C 8.86848 0.38646 -5.72962
104 O 9.86893 1.34425 -6.04723
105 C 10.66485 0.98730 -7.15987
106 H 12.42040 -1.38238 -4.84423
107 H 11.75129 0.24428 -4.59668
108 H 11.67618 -0.96329 -3.28751
109 H 9.48945 0.12191 -3.69219
110 H 8.44490 -1.16139 -4.32905
111 H 7.96457 0.92806 -5.45183
112 H 8.63096 -0.22698 -6.60417
113 H 10.10476 1.10373 -8.09461
114 H 11.02404 -0.04208 -7.08582
115 H 11.52019 1.66074 -7.17855

Output
HOMO level, eV: -9.1
Lowest unoccupied orbital energy, eV: 0.425


no.,E (eV)
1,-196245.63462
2,-71990.89795